1.
This record from the OMol25 dataset describes 5 unconnected molecules or ions with the total composition C28H65BrNO5P in a non-equilibrium geometry. The level of theory is ωB97M-V with the def2-TZVPD basis set.

Each line ends with the Mulliken charge.
Cartesian coordinates (Å):
C 5.8966 -8.5545 -0.7256  -0.0301
C 6.1881 -7.4183 -1.3466  -0.4700
P 6.2585 -5.6618 -2.1223  0.5455
Br 6.2373 -6.5449 -4.2722  -0.4102
C 6.3986 -4.8263 -0.4133  -0.6593
C 7.9269 -4.2493 -0.2741  -0.5822
N 8.1945 -3.6834 1.1174  -0.6251
C 4.6113 -4.7989 -2.5536  -0.8599
C 3.4302 -5.8262 -2.0541  -0.6209
C 2.0026 -5.0829 -1.8862  0.2670
C 0.9629 -6.2327 -1.3335  -0.7484
C -0.0800 -5.5595 -0.2918  -0.6931
C -0.7616 -4.2257 -0.9009  -0.6461
C -0.1125 -2.8340 -0.3408  -0.3259
O 0.3781 -2.0746 -1.4875  -0.3868
C 1.6728 -1.4667 -1.2192  -0.4535
H 5.3365 -9.4381 -0.2250  0.3301
H 7.5648 -5.1087 -2.4425  0.1948
H 6.2210 -5.5783 0.4385  0.3349
H 5.6946 -3.9337 -0.2418  0.2684
H 8.6943 -5.0765 -0.5015  0.2590
H 8.0853 -3.4069 -1.0691  0.2909
H 7.2451 -3.6211 1.5549  0.2723
H 8.4509 -2.6902 0.9554  0.2768
H 4.4732 -4.6322 -3.6929  0.4654
H 4.4462 -3.7932 -2.0225  0.2111
H 3.7071 -6.2363 -1.0012  0.3279
H 3.3713 -6.7103 -2.8033  0.2606
H 1.6273 -4.5849 -2.8593  0.3441
H 2.1237 -4.3187 -1.0117  -0.2379
H 1.6161 -7.0073 -0.7512  0.3017
H 0.4472 -6.7894 -2.1962  0.3027
H 0.4914 -5.3998 0.6960  0.3450
H -0.9333 -6.3427 -0.1420  0.2932
H -1.8660 -4.2254 -0.5810  0.3230
H -0.7100 -4.2090 -2.0532  0.3601
H -0.8704 -2.2108 0.2921  0.2618
H 0.7286 -3.1532 0.3943  0.3348
H 2.3575 -2.0939 -0.5315  0.2020
H 2.2611 -1.2638 -2.1975  0.2313
H 1.4974 -0.4246 -0.7206  0.1254
C -1.9009 2.9688 1.7862  -0.9789
C -1.3805 1.5475 1.6620  -0.0848
O -2.3995 0.5616 1.7664  -0.5071
C -3.4190 0.5964 0.7762  -0.3525
C -2.8986 0.3806 -0.6335  -0.5055
H -2.5045 3.0830 2.6907  0.3103
H -1.0702 3.6780 1.8236  0.4094
H -2.5316 3.2402 0.9354  0.3325
H -0.6830 1.3590 2.4832  0.0501
H -0.8130 1.4130 0.7357  0.2088
H -3.9881 1.5300 0.8481  0.3014
H -4.1161 -0.2101 1.0208  0.3152
H -2.2696 1.2128 -0.9610  0.2924
H -3.7293 0.2904 -1.3387  0.2180
H -2.2912 -0.5276 -0.6853  -0.0284
C -5.8865 -1.4064 -3.9962  -1.0920
C -6.5830 -1.0503 -2.6942  -0.3407
O -6.8090 0.3444 -2.5384  -0.3807
C -7.6455 0.9634 -3.5065  -0.3416
C -9.0575 0.4051 -3.5304  -1.0209
H -4.9748 -0.8162 -4.1219  0.2915
H -5.6259 -2.4676 -4.0124  0.4008
H -6.5266 -1.2080 -4.8601  0.2886
H -5.9421 -1.3545 -1.8618  0.3099
H -7.5205 -1.6038 -2.5824  0.3536
H -7.1834 0.9102 -4.4986  0.3065
H -7.6916 2.0238 -3.2433  0.3090
H -9.0741 -0.6303 -3.8811  0.2556
H -9.6909 0.9953 -4.1977  0.3870
H -9.4933 0.4171 -2.5274  0.2855
C 3.8839 5.7390 2.5741  -1.1737
C 2.7498 4.8898 2.0263  -0.0431
O 3.0343 3.4969 2.0305  -0.4316
C 3.2702 2.9017 3.2996  -0.3347
C 2.0822 2.9951 4.2404  -0.7183
H 4.8245 5.5008 2.0703  0.2834
H 3.6674 6.8012 2.4352  0.4085
H 4.0325 5.5670 3.6435  0.2804
H 2.5796 5.1666 0.9820  0.3343
H 1.8136 5.0897 2.5568  0.1354
H 4.1707 3.3261 3.7578  0.3016
H 3.4871 1.8465 3.1113  0.3231
H 1.8839 4.0290 4.5353  0.2635
H 2.2673 2.4168 5.1494  0.4033
H 1.1777 2.6142 3.7575  -0.0104
C -4.2950 6.5989 2.8487  -1.0292
C -2.9007 6.7358 3.4354  -0.3929
O -1.8656 6.5724 2.4751  -0.3274
C -1.8354 7.5102 1.4074  -0.3109
C -1.6289 8.9426 1.8670  -1.0902
H -4.3883 5.6667 2.2849  0.2278
H -5.0462 6.6087 3.6424  0.4038
H -4.5240 7.4199 2.1641  0.2735
H -2.7571 5.9485 4.1808  0.3307
H -2.7849 7.6877 3.9631  0.3500
H -2.7393 7.4187 0.7947  0.3027
H -0.9970 7.2228 0.7665  0.3186
H -2.4879 9.3102 2.4346  0.2582
H -1.4872 9.6034 1.0078  0.3962
H -0.7525 9.0158 2.5173  0.2937

Results
**Gap between HOMO and LUMO**: 0.3488 Eh
**LUMO level**: 0.34 eV



2.
This record from the OMol25 dataset describes 10 unconnected molecules or ions with the total composition C28H65Cl2N9O9 in a non-equilibrium geometry. The level of theory is ωB97M-V with the def2-TZVPD basis set.

Each line ends with the Mulliken charge.
Cartesian coordinates (Å):
C 0.1887 -1.4577 4.0109  -0.2190
C 0.5133 -2.9941 4.0385  0.7163
O 0.4814 -3.5916 5.1099  -0.6602
N 0.6400 -3.5629 2.8191  0.0271
C 1.0637 -4.8901 2.6368  -1.0539
H 0.2469 -1.0831 5.0328  0.4256
H -0.6421 -1.1612 3.3706  -0.0957
H 1.0298 -0.9533 3.5352  -0.2128
H 0.2852 -3.1065 1.9909  0.0909
H 0.2514 -5.4502 2.1737  0.3262
H 1.2842 -5.3163 3.6154  0.3821
H 2.0241 -4.9640 2.1267  0.2487
C -5.9890 1.7880 1.7341  -1.1115
C -7.1294 1.6016 2.6249  0.4394
O -7.9363 0.7488 2.3217  -0.5182
N -7.0707 2.2135 3.8353  -0.3149
C -8.0436 1.9080 4.8313  -0.9864
H -5.3326 2.6273 1.9641  0.6634
H -6.4910 2.1049 0.8200  0.2592
H -5.4272 0.8714 1.5545  -0.0343
H -6.6023 3.1016 3.9444  0.4433
H -8.1654 0.8288 4.9231  0.2754
H -9.0039 2.4232 4.8074  0.2903
H -7.6631 2.2464 5.7950  0.3748
C -0.9117 6.4232 0.4307  -1.7593
C -0.0501 5.2173 0.3221  -0.1209
O 0.3222 4.8802 -0.7704  -0.0341
N 0.0455 4.5133 1.3982  0.7438
C 0.6560 3.1559 1.4256  -0.3233
H -1.1451 6.7824 1.4330  0.6606
H -1.8416 6.2954 -0.1233  0.2284
H -0.3013 7.2018 -0.0268  0.2660
H -0.5321 4.8403 2.1596  0.8379
H 1.3333 3.1172 2.2788  -1.0233
H 1.1823 2.8113 0.5355  -0.3641
H -0.2052 2.4921 1.5024  0.2137
C 0.6679 -1.4617 -1.0165  0.7474
C -0.1231 -0.8411 0.1667  0.5300
O 0.5522 -0.1526 0.9580  -0.5515
N -1.3777 -1.1294 0.3668  0.0358
C -2.2957 -0.5273 1.3310  -0.8890
H 1.3866 -2.2294 -0.7300  0.0771
H 1.1402 -0.7015 -1.6387  -0.2295
H 0.0037 -1.9616 -1.7214  -0.5177
H -1.7847 -1.6669 -0.3852  0.0042
H -3.1089 -0.2038 0.6812  -0.0516
H -1.9615 0.3701 1.8518  0.4399
H -2.7176 -1.2219 2.0574  0.4139
C -3.9730 -0.3391 -2.5826  -1.1354
C -3.1378 -1.5975 -2.6411  0.8458
O -3.1951 -2.4294 -1.7981  -0.6988
N -2.4321 -1.8007 -3.7816  -0.0498
C -1.6244 -3.0083 -4.1419  -0.6889
H -3.4026 0.5663 -2.7901  0.2483
H -4.3802 -0.1730 -1.5853  0.1536
H -4.6807 -0.3074 -3.4110  0.4420
H -2.3743 -1.1144 -4.5204  0.2799
H -0.8120 -3.0960 -3.4204  -0.0610
H -1.1242 -2.9815 -5.1100  0.3256
H -2.2648 -3.8899 -4.1692  0.3475
C 2.7155 -1.7564 -6.3776  -1.1395
C 2.8630 -2.0944 -4.9104  0.6817
O 1.8987 -1.9100 -4.1278  -0.5003
N 4.0263 -2.4555 -4.4272  -0.1054
C 4.3867 -2.8934 -3.0266  -0.8763
H 1.9263 -2.3910 -6.7808  0.2463
H 3.6419 -1.8586 -6.9428  0.3817
H 2.4076 -0.7138 -6.2986  0.2456
H 4.8081 -2.5108 -5.0642  0.1988
H 3.4995 -3.1100 -2.4316  0.0568
H 4.8522 -2.0021 -2.6060  0.4658
H 4.8960 -3.8554 -3.0833  0.3478
C 3.5458 0.7831 -0.3628  -0.3300
C 4.3083 -0.3882 0.3427  0.7134
O 5.4971 -0.4666 0.1677  -0.6999
N 3.5943 -1.2722 1.0200  0.8138
C 4.0293 -2.5105 1.5254  -1.2542
H 2.6914 0.4171 -0.9322  -0.1494
H 4.1855 1.3341 -1.0521  0.4949
H 3.0190 1.4423 0.3270  -0.0317
H 2.6272 -1.0703 1.2299  -0.5098
H 3.7878 -2.5360 2.5880  0.3313
H 5.1139 -2.4956 1.6326  0.4742
H 3.5820 -3.4206 1.1258  0.2265
C 3.2304 0.5347 3.6507  -0.1322
C 2.8427 1.4398 4.7903  0.4551
O 2.8304 0.9627 5.9406  -0.6674
N 2.5313 2.6921 4.4791  0.3332
C 2.3782 3.7356 5.4403  -1.4434
H 4.2331 0.7878 3.3061  0.5337
H 2.4944 0.7794 2.8848  -0.4668
H 3.2046 -0.4803 4.0472  0.0854
H 2.6070 3.0008 3.5203  0.1332
H 2.0364 4.7105 5.0928  0.4676
H 3.3258 4.0227 5.8961  0.3154
H 1.7707 3.4431 6.2968  0.3561
C -0.4236 3.0739 -5.3454  -1.1136
C -0.8662 2.2437 -4.2599  0.5175
O -1.5336 1.2197 -4.4907  -0.5495
N -0.3918 2.5591 -3.0416  0.0965
C -0.6251 1.7845 -1.8301  0.0459
H 0.3644 2.7395 -6.0202  0.2090
H -0.1393 4.0516 -4.9564  0.3599
H -1.3133 3.1514 -5.9703  0.3270
H 0.3385 3.2534 -2.9716  0.2449
H -0.8600 2.4906 -1.0336  0.2082
H 0.3027 1.2562 -1.6108  -0.2664
H -1.3879 1.0091 -1.8996  -0.2071
C 1.3438 -5.3025 -3.2231  0.0311
Cl 3.0740 -5.7705 -3.3166  -0.1848
Cl 0.8272 -4.9763 -1.5796  -0.0829
H 1.1963 -4.4081 -3.8284  -0.2214
H 0.6609 -6.0349 -3.6535  0.4348

Results
**Net charge**: -1
**Expectation value of S²**: 0.75
**Gap between HOMO and LUMO (spin up / spin down)**: 0.0511 / 0.3187 Eh
**Multiplicity**: 2
**LUMO level (spin up / spin down)**: 1.64 / 1.63 eV



| no. | DFT total energy (a.u.) |
| --- | --- |
| 1 | -4451.8150 |
| 2 | -3196.2767 |